A gas-phase ion, C6H13O (charge -1). Source: the Open Molecules 2025 dataset; level of theory: ωB97M-V with the def2-TZVPD basis set.

Last columns: bonded neighbours and bond lengths (Å).
CARTESIAN COORDINATES (ANGSTROEM)
1 C -1.9439 0.8642 -1.4496  C2 1.558, H8 1.152, H9 1.067, H10 1.039
2 C -0.5586 1.2317 -0.8394  C1 1.558, C3 1.619, H11 1.095, H12 1.050
3 C 0.0380 -0.0746 -0.0927  C2 1.619, C4 1.620, C5 1.535, H13 1.055
4 C -0.9327 -0.4968 1.1336  C3 1.620, H14 1.121, H15 1.077, H16 1.135
5 C 1.4909 0.0479 0.3862  C3 1.535, C6 1.511, H17 1.091, H18 1.084
6 C 2.1654 -1.2468 0.7757  C5 1.511, O7 1.291, H19 1.196, H20 1.120
7 O 3.4558 -1.2147 0.8146  C6 1.291
8 H -2.7662 0.4995 -0.7296  C1 1.152
9 H -1.7700 0.0641 -2.1336  C1 1.067
10 H -2.3692 1.6274 -2.0118  C1 1.039
11 H 0.0599 1.3996 -1.7267  C2 1.095
12 H -0.5783 2.0639 -0.1998  C2 1.050
13 H 0.0326 -0.8287 -0.8311  C3 1.055
14 H -1.8818 -0.8707 0.6693  C4 1.121
15 H -0.4567 -1.2463 1.7427  C4 1.077
16 H -1.2158 0.4628 1.6686  C4 1.135
17 H 1.5696 0.7107 1.2497  C5 1.091
18 H 2.0141 0.5926 -0.3919  C5 1.084
19 H 1.7602 -2.1606 0.1198  C6 1.196
20 H 1.8869 -1.4253 1.8463  C6 1.120

Maximum force   3.5 eV/A
HOMO   -1.885 eV
SMILES   CC[C@H](C)CC[O-]
LUMO energy   0.1318 Eh
Net charge   -1